No. 1
Entry from the Open Molecules 2025 dataset: the molecule C6H12O in a non-equilibrium geometry (wB97M-V/def2-TZVPD).

Results
SMILES = C[C@@H]1C[C@@H]1[C@@H](C)O
Energy relative to the best compared isomer or geometry (same formula, charge and spin) = 36.6 kcal per mole
E_HOMO = -9.82 eV
Lowest unoccupied orbital energy = 1.1 eV
Frontier orbital gap = 10.8758 eV
Maximum force = 1.33 eV/A

```
! RIJCOSX wB97M-V def2-TZVPD def2/J DEFGRID3
* xyz 0 1
C -0.90666 1.82955 -1.14386
C 0.44511 1.34819 -0.74587
C 1.10411 0.08490 -1.15962
C 0.63509 0.27385 0.27944
C -0.41172 -0.74013 0.79411
C -0.00768 -2.23625 0.89894
O -0.89815 -0.28490 2.05244
H -1.63015 1.01868 -1.03194
H -0.89257 2.18453 -2.17203
H -1.21143 2.64588 -0.47921
H 1.17736 2.13168 -0.56277
H 0.43220 -0.56114 -1.72584
H 2.13988 0.04647 -1.49295
H 1.21177 0.75798 1.05697
H -1.26219 -0.71558 0.10121
H 0.20087 -2.68618 -0.08018
H -0.84090 -2.80417 1.34284
H 0.86685 -2.39756 1.53912
H -0.15179 0.10420 2.52919
*
```

Atom charges from the Mulliken analysis, given in e for atoms 1 to 4: number 1, C, carries -1.33; number 2, C, carries 0.12; number 3, C, carries -0.73; number 4, C, carries -0.09

=====

No. 2
Entry from the Open Molecules 2025 dataset: the molecule C6H12O (wB97M-V/def2-TZVPD).

Results
SMILES = CC1(O)CCCC1
Energy relative to the best compared isomer or geometry (same formula, charge and spin) = 13.5 kcal per mole
E_HOMO = -10.02 eV
Lowest unoccupied orbital energy = 1.0 eV
Frontier orbital gap = 10.9717 eV
Maximum force = 0.99 eV/A

```
! RIJCOSX wB97M-V def2-TZVPD def2/J DEFGRID3
* xyz 0 1
C 1.92838 -0.75783 -0.48034
C 0.62197 -0.22061 0.04112
O 0.82880 -0.12445 1.50143
C 0.09318 1.11201 -0.53481
C -1.13665 1.18766 0.36856
C -1.83714 -0.13579 0.02661
C -0.63315 -1.11615 -0.10584
H 2.70263 -0.00955 -0.27344
H 1.93251 -0.98695 -1.54869
H 2.15493 -1.65850 0.09633
H 1.36366 0.64756 1.75880
H 0.80480 1.94268 -0.47680
H -0.18605 1.01007 -1.60250
H -0.70652 1.03726 1.36564
H -1.72896 2.09985 0.35788
H -2.40411 -0.06228 -0.91370
H -2.53917 -0.44899 0.80280
H -0.64564 -1.64694 -1.06746
H -0.61348 -1.86903 0.68441
*
```

Atom charges from the Mulliken analysis, given in e for atoms 1 to 4: number 1, C, carries -1.72; number 2, C, carries 1.17; number 3, O, carries -0.64; number 4, C, carries -0.84

=====

No. 3
Entry from the Open Molecules 2025 dataset: a structure of composition C6H12O in a non-equilibrium geometry (wB97M-V/def2-TZVPD).

Results
Energy relative to the best compared isomer or geometry (same formula, charge and spin) = 83.2 kcal per mole
E_HOMO = -10.02 eV
Lowest unoccupied orbital energy = 0.9 eV
Frontier orbital gap = 10.9141 eV
Maximum force = 4.91 eV/A

```
! RIJCOSX wB97M-V def2-TZVPD def2/J DEFGRID3
* xyz 0 1
C -2.17726 -0.16028 0.81755
C -1.18728 0.83971 0.21919
C -0.40243 0.25723 -0.94137
C 0.94779 0.79133 -1.33576
C 0.82415 -0.59472 -0.77193
C 1.40515 -0.88699 0.56860
O 2.75014 -1.28870 0.52918
H -2.87410 -0.52519 0.05384
H -2.76874 0.29414 1.61951
H -1.65868 -1.03193 1.23316
H -0.50766 1.20682 0.99905
H -1.73256 1.72043 -0.14512
H -1.03762 -0.05259 -1.76910
H 1.19213 0.91139 -2.38637
H 1.39212 1.54310 -0.68351
H 0.96527 -1.41891 -1.46865
H 1.47938 0.21609 1.17222
H 0.80836 -1.47717 1.26356
H 2.58186 -0.34376 1.02593
*
```

Atom charges from the Mulliken analysis, given in e for atoms 1 to 4: number 1, C, carries -1.13; number 2, C, carries -0.55; number 3, C, carries 0.03; number 4, C, carries -0.93

=====

No. 4
Entry from the Open Molecules 2025 dataset: the molecule C6H12O in a non-equilibrium geometry (wB97M-V/def2-TZVPD).

Results
SMILES = CCC/C=C/CO
Energy relative to the best compared isomer or geometry (same formula, charge and spin) = 59.2 kcal per mole
E_HOMO = -8.89 eV
Lowest unoccupied orbital energy = 0.9 eV
Frontier orbital gap = 9.7605 eV
Maximum force = 4.00 eV/A

```
! RIJCOSX wB97M-V def2-TZVPD def2/J DEFGRID3
* xyz 0 1
C 2.12782 1.67037 -0.60271
C 0.83579 1.77014 0.10523
C 0.73579 0.52662 1.06879
C 0.21032 -0.74083 0.44303
C -1.09438 -0.78721 0.10765
C -1.92483 -1.94628 -0.28766
O -3.30487 -1.75830 0.07325
H 3.05191 1.67383 0.02177
H 2.50122 2.32360 -1.39393
H 2.35227 0.68362 -1.05845
H 0.56350 2.56408 0.79918
H 0.05413 1.64417 -0.64154
H 0.15672 0.63484 1.98269
H 1.77229 0.32488 1.40409
H 0.74606 -1.67960 0.33173
H -1.51472 0.10572 -0.36981
H -1.65958 -2.94996 0.10414
H -1.82577 -2.06210 -1.37647
H -3.78367 -1.99758 -0.71098
*
```

Atom charges from the Mulliken analysis, given in e for atoms 1 to 4: number 1, C, carries -1.31; number 2, C, carries -0.02; number 3, C, carries -0.88; number 4, C, carries -0.20

=====

No. 5
Entry from the Open Molecules 2025 dataset: the molecule C6H12O in a non-equilibrium geometry (wB97M-V/def2-TZVPD).

Results
SMILES = CC(C)[C@H]1O[C@H]1C
Energy relative to the best compared isomer or geometry (same formula, charge and spin) = 51.6 kcal per mole
E_HOMO = -9.58 eV
Lowest unoccupied orbital energy = 1.1 eV
Frontier orbital gap = 10.7115 eV
Maximum force = 1.95 eV/A

```
! RIJCOSX wB97M-V def2-TZVPD def2/J DEFGRID3
* xyz 0 1
C -1.46428 -0.81439 -0.90975
C -0.75586 0.28899 -0.03800
C -1.82644 1.03238 0.71866
C 0.37150 -0.17549 0.98874
O 0.69365 -1.41795 0.36608
C 1.73184 -0.48046 0.50340
C 2.38204 0.22293 -0.65454
H -2.21875 -0.32655 -1.55324
H -0.80337 -1.37480 -1.57835
H -2.01359 -1.55017 -0.30777
H -0.25176 0.93572 -0.76534
H -2.29414 0.34760 1.43787
H -2.60419 1.40037 0.04500
H -1.36927 1.86026 1.26100
H 0.30583 -0.21849 2.10188
H 2.42613 -0.95471 1.19407
H 1.73401 0.98611 -1.09249
H 2.67311 -0.48890 -1.42919
H 3.28354 0.72755 -0.28804
*
```

Atom charges from the Mulliken analysis, given in e for atoms 1 to 4: number 1, C, carries -1.44; number 2, C, carries 0.92; number 3, C, carries -1.63; number 4, C, carries -0.23

=====

No. 6
Entry from the Open Molecules 2025 dataset: the molecule C6H12O in a non-equilibrium geometry (wB97M-V/def2-TZVPD).

Results
SMILES = CCCCCC=O
Energy relative to the best compared isomer or geometry (same formula, charge and spin) = 54.9 kcal per mole
E_HOMO = -9.71 eV
Lowest unoccupied orbital energy = 1.0 eV
Frontier orbital gap = 10.7421 eV
Maximum force = 5.13 eV/A

```
! RIJCOSX wB97M-V def2-TZVPD def2/J DEFGRID3
* xyz 0 1
C 1.79504 0.21597 1.68667
C 1.36677 1.66699 1.03177
C 0.61170 1.63064 -0.22146
C -0.64485 0.82666 -0.18080
C -0.46687 -0.49423 -0.95647
C -1.25153 -1.71489 -0.45661
O -1.90419 -2.40381 -1.19738
H 2.84366 0.18267 1.86345
H 1.22052 -0.62209 0.95555
H 1.37746 -0.07630 2.59436
H 2.38485 2.15706 0.84468
H 0.98688 2.35324 1.74603
H 1.32430 1.19380 -0.94784
H 0.47988 2.49599 -0.74360
H -1.59191 1.23490 -0.54317
H -0.84970 0.49328 0.84786
H -0.90332 -0.27671 -1.98289
H 0.60994 -0.82443 -1.14522
H -1.11063 -1.86776 0.67119
*
```

Atom charges from the Mulliken analysis, given in e for atoms 1 to 4: number 1, C, carries -0.81; number 2, C, carries -0.76; number 3, C, carries -0.90; number 4, C, carries -0.65

=====

No. 7
Entry from the Open Molecules 2025 dataset: a structure of composition C6H12O (wB97M-V/def2-TZVPD).

Results
Energy relative to the best compared isomer or geometry (same formula, charge and spin) = 152.3 kcal per mole
E_HOMO = -7.17 eV
Lowest unoccupied orbital energy = 0.8 eV
Frontier orbital gap = 7.9560 eV
Maximum force = 0.46 eV/A

```
! RIJCOSX wB97M-V def2-TZVPD def2/J DEFGRID3
* xyz 0 1
C 1.63419 0.95000 0.62489
C 0.74242 -0.26637 0.55854
C 1.40873 -1.05643 -1.18797
C -0.69480 -0.00092 0.62999
C -1.94923 -0.75326 0.36263
C -1.70955 0.64644 -0.20054
O -2.42806 1.76266 0.25128
H 1.53747 1.39007 1.62344
H 2.68291 0.70711 0.43596
H 1.29704 1.69607 -0.09987
H 1.03479 -1.13662 1.14363
H 2.39422 -1.36480 -0.83689
H 1.49669 -0.29838 -1.97245
H 0.86200 -1.93022 -1.55922
H 0.12253 -0.53110 -0.43544
H -1.99337 -1.56455 -0.37284
H -2.67863 -0.86952 1.16655
H -1.62318 0.70466 -1.29085
H -2.13617 1.91518 1.15916
*
```

Atom charges from the Mulliken analysis, given in e for atoms 1 to 4: number 1, C, carries -1.24; number 2, C, carries 0.72; number 3, C, carries -1.36; number 4, C, carries -0.88